Record 1
Here is C32H39As2N6NiO8S2 as an isolated structure in a non-equilibrium geometry from the Open Molecules 2025 dataset. Energies are from ωB97M-V with the def2-TZVPD basis set.

```
90
Properties=species:S:1:pos:R:3:forces:R:3:mulliken_spin:R:1
Ni -0.727 1.353 0.078 -0.14 0.16 0.56 0.00
N -0.571 0.466 1.904 -0.34 1.17 0.19 -0.01
N 0.718 0.606 2.443 -0.20 -0.18 -0.32 0.00
C 1.735 0.897 1.599 -0.54 0.11 -0.09 0.00
N 2.927 1.088 2.153 0.62 -0.20 -0.81 0.00
S 1.474 1.053 -0.081 -0.12 0.21 0.72 0.00
H -1.255 0.813 2.586 0.24 -0.28 -0.48 0.00
H -0.811 -0.453 1.555 0.06 -0.72 0.38 0.01
H 0.855 0.255 3.377 0.27 -0.03 0.00 0.00
H 3.107 0.943 3.130 0.10 0.01 0.12 0.00
H 3.701 1.220 1.503 -0.26 0.06 0.57 0.00
C -0.619 1.247 -3.977 -0.12 0.52 0.99 0.00
C -0.692 2.573 -4.365 0.20 0.38 -0.29 0.00
C -0.723 3.586 -3.405 0.03 -0.64 0.11 0.00
C -0.729 3.275 -2.031 -0.23 0.18 -0.61 0.00
C -0.710 1.923 -1.666 0.08 -0.28 -0.02 0.00
C -0.611 0.907 -2.622 -0.18 1.28 -0.58 0.01
C -0.721 4.349 -0.987 -0.08 0.16 -0.83 0.00
C -0.769 5.726 -1.383 -0.19 0.38 -0.58 0.00
C -0.655 6.712 -0.453 0.12 -0.58 0.16 0.00
C -0.433 6.319 0.894 0.04 -0.12 0.56 0.00
C -0.169 7.242 1.922 0.07 0.40 0.51 0.00
C 0.080 6.850 3.222 -0.11 0.48 -0.52 0.00
C 0.059 5.490 3.524 -0.37 -1.08 0.21 0.00
C -0.243 4.539 2.561 0.03 0.85 0.07 0.00
C -0.466 4.938 1.224 0.11 0.23 -0.31 0.00
N -0.637 3.985 0.258 0.27 -0.38 0.57 0.00
H -0.563 0.495 -4.704 0.15 -0.99 -0.94 0.00
H -0.650 2.820 -5.438 -0.12 -0.05 0.67 0.00
H -0.722 4.599 -3.766 -0.02 0.19 0.06 0.00
H -0.526 -0.117 -2.313 0.03 -0.34 0.00 0.02
H -0.911 5.986 -2.440 0.08 -0.14 0.67 0.00
H -0.698 7.771 -0.693 0.03 -0.19 -0.10 0.00
H -0.156 8.299 1.684 -0.03 0.04 -0.08 0.00
H 0.254 7.586 4.012 0.03 -0.27 -0.39 0.00
H 0.227 5.178 4.554 -0.01 0.00 -0.22 0.00
H -0.341 3.492 2.792 0.16 -0.21 0.10 0.00
C -2.913 -2.162 2.619 -0.92 0.25 -0.90 0.00
O -2.071 -2.467 1.481 0.99 0.28 0.56 0.02
C -1.136 -3.458 1.696 -1.11 0.26 0.42 -0.02
O -1.209 -4.184 2.663 0.23 0.17 0.12 0.14
C -0.146 -3.575 0.659 1.08 -0.72 -0.28 0.70
C 0.855 -4.613 0.686 0.14 0.20 -0.11 0.61
As 2.702 -4.148 1.233 -0.22 -0.51 -0.70 0.08
C 2.252 -2.606 2.318 -0.52 0.83 0.00 0.02
C 3.082 -3.189 -0.498 0.05 0.02 -0.32 0.06
C 2.146 -2.486 -1.146 -0.49 -0.22 0.54 -0.03
As 0.137 -2.326 -0.819 0.16 0.08 -0.04 0.11
C -0.491 -3.584 -2.200 0.08 -0.12 0.08 0.05
C 2.329 -1.719 -2.416 -0.03 0.28 -0.74 0.02
O 1.556 -1.878 -3.332 0.11 -0.10 0.35 0.00
O 3.219 -0.728 -2.533 -0.49 -0.14 -0.37 0.00
C 4.183 -0.353 -1.582 0.16 -0.19 0.59 0.00
C 4.420 -3.425 -1.220 -0.42 0.16 -0.15 0.00
O 4.510 -3.588 -2.406 -0.53 0.10 0.37 0.01
O 5.538 -3.461 -0.492 0.29 -0.19 -0.32 0.00
C 5.587 -2.982 0.819 -0.72 0.41 1.17 0.01
C 0.957 -5.781 -0.240 -1.11 -0.11 0.64 0.02
O 2.015 -6.026 -0.747 0.25 -0.33 -0.38 0.14
O -0.139 -6.566 -0.448 1.91 0.53 -0.45 0.01
C -1.266 -6.319 0.331 -1.85 0.11 -0.20 0.02
H -3.425 -1.215 2.352 0.22 -0.67 0.08 0.00
H -2.424 -2.043 3.571 0.81 0.00 0.12 0.00
H -3.621 -2.973 2.753 -0.26 0.01 -0.05 0.00
H 1.617 -2.926 3.140 -0.11 -0.18 0.10 -0.01
H 1.720 -1.830 1.754 0.07 -0.19 -0.01 0.00
H 3.129 -2.145 2.750 0.40 -0.03 0.05 0.00
H 0.209 -4.405 -2.363 -0.02 0.13 0.02 0.00
H -0.587 -3.008 -3.109 -0.06 -0.03 -0.14 0.00
H -1.456 -3.979 -1.880 0.00 0.07 -0.01 0.00
H 5.060 -0.985 -1.706 0.26 0.24 -0.07 0.00
H 3.815 -0.472 -0.552 0.03 0.11 -0.26 0.00
H 4.385 0.700 -1.795 0.19 -0.27 0.17 0.00
H 6.591 -2.622 0.981 0.27 0.08 0.07 0.00
H 5.374 -3.790 1.543 0.14 0.35 -0.26 0.00
H 4.880 -2.131 0.999 0.47 -0.61 -0.22 0.00
H -1.935 -7.170 0.146 0.21 0.25 0.22 0.00
H -1.804 -5.413 -0.026 0.26 -0.42 0.24 0.00
H -1.059 -6.222 1.390 0.14 -0.06 0.13 -0.01
C -6.482 0.825 -1.100 -0.67 0.18 0.16 0.00
N -5.384 1.127 -0.233 1.37 -0.15 -0.45 0.00
C -4.098 1.086 -0.606 0.06 -0.35 -0.43 0.00
N -3.720 0.641 -1.806 -1.10 -0.05 0.20 0.00
S -2.963 1.611 0.523 0.69 0.28 0.54 0.00
H -7.354 0.799 -0.449 -0.19 -0.21 -0.34 0.00
H -6.366 -0.137 -1.608 0.01 0.11 0.20 0.00
H -6.622 1.622 -1.826 -0.12 0.01 -0.27 0.00
H -5.510 1.611 0.634 -0.38 0.02 0.24 0.00
H -4.380 0.434 -2.548 0.23 0.06 0.29 0.00
H -2.737 0.623 -2.005 0.36 0.11 -0.23 0.00
```
Forces are in eV/Å.

Calculated values
**Energy relative to the best compared isomer or geometry (same formula, charge and spin)**: 181.3 kJ/mol
**Gap between HOMO and LUMO (spin up / spin down)**: 8.0 / 6.2 eV
**E_LUMO (spin up / spin down)**: -2.47 / -4.28 eV
**<S²>**: 2.012
**Charge**: +1
**2S+1**: 3
**HOMO energy (spin up / spin down)**: -10.48 / -10.48 eV



Record 2
Here is a 12-piece molecular cluster, C5H34NO11 overall in a non-equilibrium geometry from the Open Molecules 2025 dataset. Energies are from ωB97M-V with the def2-TZVPD basis set.

```
51
Properties=species:S:1:pos:R:3:forces:R:3:mulliken_charge:R:1
C 1.831 1.595 3.102 0.99 0.58 4.23 -0.69
C 1.139 2.488 2.105 0.97 -3.85 -4.00 -0.58
C 0.181 1.561 1.144 -0.61 3.56 -0.66 -0.01
C 0.743 1.021 -0.136 -0.69 -0.16 1.15 0.24
C 0.658 -0.268 -0.408 1.48 -2.32 -0.43 -1.67
N 1.375 -0.863 -1.650 -0.99 -1.36 3.16 -0.24
H 1.918 0.503 3.116 -1.50 0.38 -1.01 -0.04
H 2.926 1.685 3.168 -0.11 1.11 -0.11 0.38
H 1.446 1.887 4.213 0.93 -0.74 -2.46 0.25
H 0.586 3.210 2.566 -1.48 1.88 1.01 0.55
H 1.811 2.901 1.347 0.30 0.50 0.63 0.26
H -0.036 0.747 1.817 -1.46 -0.05 -0.26 0.19
H -0.673 2.383 0.650 1.68 -2.72 2.01 -0.07
H 1.025 1.721 -0.896 0.71 0.22 -0.31 0.84
H 0.367 -1.158 0.199 0.01 1.34 0.05 0.69
H 1.074 -1.925 -1.644 1.20 2.74 -0.58 0.43
H 0.984 -0.357 -2.410 -0.08 0.19 -1.83 0.30
H 2.401 -0.747 -1.480 -1.08 -0.60 -0.52 0.39
H -1.103 -2.429 2.294 -2.59 1.83 -0.91 0.27
H -0.467 -3.390 3.005 1.37 -0.12 -0.20 0.27
O -0.228 -2.714 2.338 0.71 -1.66 0.90 -0.57
H -2.880 0.122 -0.596 -2.51 9.37 4.18 0.32
H -1.674 -0.770 -0.778 0.34 0.67 0.32 0.33
O -2.606 -0.607 -0.888 2.55 -10.83 -4.39 -0.62
H -1.806 -2.141 -2.895 -7.01 5.86 0.38 0.26
H -1.497 -3.552 -2.878 -0.75 -1.78 0.13 0.25
O -1.162 -2.689 -2.933 7.84 -4.14 -0.38 -0.48
H 1.194 -1.465 2.260 1.59 -0.26 1.91 0.32
H 2.053 -1.336 3.654 -0.57 -0.20 0.01 0.28
O 2.102 -1.455 2.704 -0.49 -0.20 -1.91 -0.79
H 2.981 -2.104 0.635 0.03 -1.04 -2.81 0.38
H 3.787 -3.019 -0.437 -1.81 1.32 0.23 0.31
O 2.975 -2.413 -0.373 1.99 -0.40 3.06 -0.65
H -3.281 1.556 -1.490 -3.28 -0.70 -3.38 0.28
H -3.173 2.636 -0.248 0.41 -2.08 -2.10 0.28
O -2.781 1.892 -0.832 2.54 3.74 5.28 -0.63
H -2.641 0.975 2.999 0.23 -1.31 -1.08 0.28
H -3.081 -0.110 1.900 0.11 0.27 0.61 0.29
O -2.321 0.259 2.383 -0.55 0.77 0.58 -0.54
H 2.657 4.080 -1.963 0.68 -0.65 -0.19 0.30
H 3.753 2.950 -2.227 0.54 0.39 -0.58 0.27
O 2.983 3.192 -1.732 -1.25 0.22 0.79 -0.57
H 0.378 0.029 -4.738 -0.03 -0.58 -0.23 0.26
H 0.194 -1.588 -4.384 -0.07 2.31 0.32 0.31
O 0.214 -0.630 -4.050 -0.12 -1.49 -0.41 -0.62
H -4.616 -2.088 0.545 -1.84 0.45 -0.97 0.31
H -3.186 -2.051 0.564 3.13 1.37 -2.22 0.28
O -3.883 -2.379 1.032 -1.33 -1.80 3.16 -0.62
H -1.035 2.150 -1.993 0.22 -0.46 -0.95 0.36
H -0.968 0.941 -2.875 -1.91 -4.49 -0.42 0.31
O -0.636 1.764 -2.809 1.61 4.91 1.19 -0.65
```
Forces are in eV/Å.

Calculated values
**Energy relative to the best compared isomer or geometry (same formula, charge and spin)**: 664.4 kJ/mol
**Gap between HOMO and LUMO**: 9.9 eV
**E_LUMO**: -2.50 eV
**Charge**: +1
**HOMO energy**: -12.39 eV



Record 3
Here is a 2-piece molecular cluster, C5H15NOS overall in a non-equilibrium geometry from the Open Molecules 2025 dataset. Energies are from ωB97M-V with the def2-TZVPD basis set.

```
23
Properties=species:S:1:pos:R:3:forces:R:3:mulliken_charge:R:1
C -2.117 -1.613 -0.517 -1.24 -0.10 0.16 -0.88
S -0.826 -2.486 -1.414 0.38 0.62 -0.67 -0.11
C 0.669 -1.384 -1.485 -0.76 -1.71 0.23 -0.61
C 0.915 -0.938 -0.068 0.38 0.55 2.90 -0.98
C 0.980 0.597 0.079 -0.08 -1.49 -0.74 0.53
C 0.746 1.085 1.505 -0.07 0.27 -1.11 -1.32
N 2.141 1.156 -0.598 -0.25 0.90 -0.83 -0.61
H -2.248 -1.888 0.532 0.22 -0.72 -0.15 0.32
H -2.196 -0.540 -0.406 0.79 0.54 -0.81 0.27
H -3.005 -1.903 -1.101 0.05 0.07 0.57 0.33
H 0.682 -0.634 -2.311 -0.42 -0.25 0.97 0.34
H 1.365 -2.162 -1.786 0.45 0.14 -0.10 0.26
H 0.208 -1.281 0.720 -1.01 0.27 -1.25 0.39
H 1.699 -1.449 0.546 0.84 0.51 -1.42 0.42
H 0.113 0.900 -0.545 0.39 0.37 0.38 0.21
H -0.333 1.227 1.557 0.30 -0.41 0.52 0.13
H 1.108 0.386 2.276 0.11 0.61 -0.20 0.33
H 1.181 2.088 1.463 0.23 -0.14 0.92 0.48
H 2.050 0.937 -1.587 0.29 0.19 0.21 0.25
H 3.079 0.912 -0.316 -0.23 -0.44 0.49 0.24
O -2.246 2.007 1.198 -0.77 -0.22 -1.02 -0.66
H -2.226 2.541 0.381 0.16 -0.16 0.84 0.33
H -1.739 2.441 1.877 0.21 0.58 0.11 0.34
```
Forces are in eV/Å.

Calculated values
**Energy relative to the best compared isomer or geometry (same formula, charge and spin)**: 157.0 kJ/mol
**Gap between HOMO and LUMO**: 9.0 eV
**E_LUMO**: 0.72 eV
**SMILES**: CSCC[C@@H](C)N.O
**Charge**: 0
**HOMO energy**: -8.26 eV



Record 4
Here is C5H12S2Si in the gas phase in a non-equilibrium geometry from the Open Molecules 2025 dataset. Energies are from ωB97M-V with the def2-TZVPD basis set.

```
20
Properties=species:S:1:pos:R:3:forces:R:3:mulliken_charge:R:1
C 0.060 1.679 -1.178 -2.09 -0.15 -0.71 -1.05
Si -0.109 -0.103 -0.493 1.30 -0.32 0.77 0.47
C 1.537 -0.863 0.332 -1.99 0.60 -1.95 -1.08
C -0.624 -1.248 -1.915 -2.42 1.85 0.88 -1.14
C -1.520 -0.160 0.785 0.08 1.42 3.09 0.19
S -3.065 -0.401 0.397 0.29 -0.06 0.11 -0.21
C -1.142 0.203 2.498 -0.50 -1.51 -2.77 -0.78
S -0.136 1.691 2.781 0.49 -1.07 -0.33 -0.17
H 0.901 2.349 -1.039 0.34 -0.43 0.18 0.39
H -0.140 1.533 -2.275 0.43 0.32 0.74 0.31
H -0.848 2.262 -0.843 0.83 -0.57 -0.17 0.27
H 2.411 -0.318 0.004 0.26 -0.05 -0.16 0.31
H 1.515 -0.905 1.393 -0.06 -0.19 0.90 0.37
H 1.455 -1.849 -0.145 0.64 -0.03 0.48 0.28
H -1.721 -0.953 -2.191 2.05 -0.51 0.22 0.27
H 0.064 -0.959 -2.661 0.59 0.07 -1.41 0.33
H -0.594 -2.299 -1.748 0.11 -0.76 0.31 0.38
H -2.080 0.335 3.081 0.60 -0.56 -0.66 0.43
H -0.605 -0.757 2.719 -0.37 1.14 0.42 0.30
H -1.211 2.415 2.942 -0.58 0.79 0.07 0.12
```
Forces are in eV/Å.

Calculated values
**Energy relative to the best compared isomer or geometry (same formula, charge and spin)**: 51.7 kJ/mol
**Gap between HOMO and LUMO**: 7.8 eV
**E_LUMO**: -0.37 eV
**SMILES**: C[Si](C)(C)C(=S)CS
**Charge**: 0
**HOMO energy**: -8.13 eV



Number 1: E_tot -243519.2123 eV. Number 2: E_tot -29739.0981 eV. Number 3: E_tot -19799.7100 eV. Number 4: E_tot -34926.6504 eV.